Model w:
ORCA calculation (ωB97M-V with the def2-TZVPD basis set) on C4H9N in the gas phase.

## Properties
- structure (SMILES) = C=C[C@H](C)N
- total charge = 0
- E_LUMO (eV) = 1.23
- orbital gap (eV) = 10.560
- 2S+1 = 1

CARTESIAN COORDINATES (ANGSTROEM)
1 C 1.04404 -1.82263 0.10501
2 C 0.44934 -0.71330 0.53402
3 C -0.19770 0.24032 -0.38428
4 C 0.47494 1.61952 -0.26714
5 N -1.65780 0.42389 -0.02003
6 H 1.38752 -2.58784 0.77970
7 H 1.19318 -2.03200 -0.96768
8 H 0.37820 -0.54664 1.61784
9 H -0.16614 -0.08253 -1.45901
10 H 0.25731 2.14660 0.68404
11 H 1.59466 1.57489 -0.36862
12 H 0.12622 2.25954 -1.12273
13 H -2.11406 -0.47427 0.10584
14 H -1.67600 0.83153 0.94513

Here are the natural (NBO) charges for atoms 1 to 4, given in e: atom 1 (C): -0.396, atom 2 (C): -0.195, atom 3 (C): -0.104, atom 4 (C): -0.614


Model x:
ORCA calculation (ωB97M-V with the def2-TZVPD basis set) on 2 unconnected molecules or ions with the total composition C4H9N.

## Properties
- structure (SMILES) = C=CN.C=C
- total charge = 0
- E_LUMO (eV) = 1.09
- orbital gap (eV) = 9.049
- 2S+1 = 1

CARTESIAN COORDINATES (ANGSTROEM)
1 C -1.35284 -0.92705 -0.40774
2 C -1.61849 0.17257 0.30902
3 N -2.03591 0.11589 1.58325
4 H -1.47607 -1.96703 -0.07322
5 H -0.86040 -0.82581 -1.39860
6 H -1.53930 1.13990 -0.04294
7 H -1.98082 0.96433 2.17197
8 H -1.74667 -0.75741 2.14144
9 C 1.99182 0.59131 -1.37739
10 C 2.15305 0.06476 -0.11464
11 H 1.23692 0.26601 -2.04932
12 H 2.66231 1.43925 -1.67846
13 H 1.90095 -0.97671 0.22559
14 H 2.66547 0.69999 0.71103

Here are the natural (NBO) charges for atoms 1 to 4, given in e: atom 1 (C): -0.551, atom 2 (C): 0.018, atom 3 (N): -0.811, atom 4 (H): 0.194


Model y:
ORCA calculation (ωB97M-V with the def2-TZVPD basis set) on C4H9N in the gas phase.

## Properties
- structure (SMILES) = C[C@H]1CN1C
- total charge = 0
- E_LUMO (eV) = 1.19
- orbital gap (eV) = 10.115
- 2S+1 = 1

CARTESIAN COORDINATES (ANGSTROEM)
1 C 1.61113 0.42420 -0.08776
2 C 0.63785 -0.73425 -0.16855
3 C -0.37796 -0.92237 0.90720
4 N -0.79355 -0.66995 -0.45068
5 C -1.49475 0.59101 -0.55750
6 H 2.50171 0.09286 0.46447
7 H 1.95120 0.76038 -1.07429
8 H 1.19111 1.27826 0.45146
9 H 1.06522 -1.60811 -0.66685
10 H -0.54570 -0.02834 1.52914
11 H -0.63532 -1.86952 1.37491
12 H -2.56826 0.36741 -0.57480
13 H -1.31016 1.21592 0.34302
14 H -1.23252 1.10250 -1.48978

Here are the natural (NBO) charges for atoms 1 to 4, given in e: atom 1 (C): -0.631, atom 2 (C): -0.074, atom 3 (C): -0.257, atom 4 (N): -0.401


Model z:
ORCA calculation (ωB97M-V with the def2-TZVPD basis set) on C4H9N in the gas phase.

## Properties
- structure (SMILES) = C=CCNC
- total charge = 0
- E_LUMO (eV) = 1.16
- orbital gap (eV) = 9.968
- 2S+1 = 1

CARTESIAN COORDINATES (ANGSTROEM)
1 C -2.21566 -0.49043 0.14205
2 C -1.16667 0.14461 -0.39626
3 C -0.02778 0.78953 0.30719
4 N 1.27373 0.46435 -0.24551
5 C 1.77634 -0.82806 0.03570
6 H -3.04687 -0.80187 -0.47155
7 H -2.30157 -0.61032 1.21869
8 H -1.22687 0.31686 -1.48645
9 H -0.06212 0.58347 1.38309
10 H -0.15737 1.88452 0.14448
11 H 1.95835 1.15460 0.09150
12 H 1.91972 -0.94175 1.17067
13 H 1.03689 -1.57752 -0.34150
14 H 2.76629 -0.95236 -0.52242

Here are the natural (NBO) charges for atoms 1 to 4, given in e: atom 1 (C): -0.397, atom 2 (C): -0.181, atom 3 (C): -0.266, atom 4 (N): -0.620


Most favorable first, least favorable last: model w, model z, model y, model x


Model w:
ORCA calculation (ωB97M-V with the def2-TZVPD basis set) on 2 unconnected molecules or ions with the total composition CH3PS.

## Properties
- total charge = 0
- E_LUMO (alpha / beta) (eV) = -1.35 / -1.62
- orbital gap (alpha / beta) (eV) = 7.465 / 6.010
- 2S+1 = 1

CARTESIAN COORDINATES (ANGSTROEM)
1 C 0.01424 0.01968 -0.22265
2 P 3.15666 0.54287 0.82448
3 S 4.00281 -0.34285 -0.69465
4 H -0.02636 0.24913 -1.28382
5 H 0.14774 -0.97908 0.12799
6 H -0.55488 0.75295 0.40184

Here are the natural (NBO) charges for atoms 1 to 4, given in e: atom 1 (C): -0.523, atom 2 (P): 0.339, atom 3 (S): -0.326, atom 4 (H): 0.171


Model x:
ORCA calculation (ωB97M-V with the def2-TZVPD basis set) on 2 unconnected molecules or ions with the total composition CH3PS.

## Properties
- total charge = 0
- E_LUMO (eV) = -0.23
- orbital gap (eV) = 10.130
- 2S+1 = 1

CARTESIAN COORDINATES (ANGSTROEM)
1 C -0.11244 -2.17987 2.72388
2 P 0.55125 0.46121 -1.54118
3 S -1.66143 -2.06002 2.55191
4 H 1.05917 1.29227 -0.45368
5 H 0.90734 1.55340 -2.31314
6 H -0.74389 0.93301 -0.96779

Here are the natural (NBO) charges for atoms 1 to 4, given in e: atom 1 (C): -0.125, atom 2 (P): -0.002, atom 3 (S): 0.125, atom 4 (H): 0.006


Most favorable first, least favorable last: model w, model x


Model w:
ORCA calculation (ωB97M-V with the def2-TZVPD basis set) on a molecular structure, H22HeO11.

## Properties
- total charge = 0
- E_LUMO (eV) = -0.44
- orbital gap (eV) = 9.733
- 2S+1 = 1

CARTESIAN COORDINATES (ANGSTROEM)
1 He 4.95259 -6.35781 -18.43497
2 O 4.15211 -4.10672 -19.70448
3 H 4.54293 -4.74472 -20.30151
4 H 4.21266 -3.27307 -20.17094
5 O 4.03981 -3.27447 -16.09450
6 H 4.02444 -3.76529 -16.91613
7 H 3.44292 -3.75208 -15.51844
8 O 6.32529 -8.19313 -16.95523
9 H 5.38155 -8.34314 -16.89973
10 H 6.47975 -7.97348 -17.87399
11 O 7.65589 -5.90156 -15.54142
12 H 7.13471 -6.55363 -16.00983
13 H 7.01081 -5.36244 -15.08377
14 O 1.81186 -4.48600 -18.45037
15 H 2.58177 -4.34167 -19.00053
16 H 1.07496 -4.47498 -19.06118
17 O 4.28945 -9.93417 -19.68156
18 H 5.03855 -10.52950 -19.70741
19 H 4.01179 -9.85806 -20.59444
20 O 3.61322 -8.85751 -17.29674
21 H 3.57579 -9.28168 -18.15401
22 H 2.98317 -8.13939 -17.35659
23 O 1.88043 -6.67478 -16.77433
24 H 1.95031 -5.88720 -17.31382
25 H 1.93221 -6.35424 -15.87389
26 O 5.72447 -6.06449 -21.66828
27 H 6.26403 -5.70830 -22.37413
28 H 5.28977 -6.82307 -22.05791
29 O 7.34770 -7.19364 -19.54758
30 H 7.75152 -6.72221 -18.81893
31 H 7.06576 -6.50638 -20.15124
32 O 6.57485 -3.31115 -18.19526
33 H 6.39853 -2.59569 -17.58430
34 H 5.75331 -3.42703 -18.67262

Here are the natural (NBO) charges for atoms 1 to 4, given in e: atom 1 (He): 0.001, atom 2 (O): -0.968, atom 3 (H): 0.513, atom 4 (H): 0.486


Model x:
ORCA calculation (ωB97M-V with the def2-TZVPD basis set) on a molecular structure, H22HeO11.

## Properties
- total charge = 0
- E_LUMO (eV) = -0.24
- orbital gap (eV) = 10.476
- 2S+1 = 1

CARTESIAN COORDINATES (ANGSTROEM)
1 He -6.22277 8.66136 13.17839
2 O -4.75368 6.54283 13.29491
3 H -5.21580 7.29218 13.67060
4 H -4.04545 6.93073 12.78092
5 O -5.70330 11.51938 11.97470
6 H -6.28120 12.15544 12.39624
7 H -5.19491 11.14375 12.69349
8 O -8.84322 10.80713 14.62758
9 H -8.68359 11.55043 14.04597
10 H -9.77531 10.61621 14.52273
11 O -8.73536 6.72069 15.27854
12 H -8.22457 7.30770 15.83599
13 H -9.07875 7.28556 14.58628
14 O -3.41021 10.19585 13.77781
15 H -3.12553 11.00798 13.35874
16 H -2.63596 9.63326 13.76167
17 O -5.88417 9.51107 15.63942
18 H -5.04493 9.80074 15.28164
19 H -6.50745 10.18312 15.36357
20 O -7.64556 10.49015 10.03302
21 H -7.02410 10.86808 10.65527
22 H -7.54276 9.54406 10.13579
23 O -2.96243 7.53289 11.36683
24 H -3.27133 6.83922 10.78406
25 H -3.37763 8.32855 11.03401
26 O -7.22947 5.06076 12.49867
27 H -7.68595 4.82863 13.30735
28 H -6.31259 4.84629 12.67061
29 O -9.41474 7.77016 12.66252
30 H -8.85050 7.01406 12.50075
31 H -9.08750 8.44535 12.06817
32 O -7.36492 7.70574 10.15059
33 H -6.85568 7.02853 10.59589
34 H -7.10704 7.63453 9.23153

Here are the natural (NBO) charges for atoms 1 to 4, given in e: atom 1 (He): 0.003, atom 2 (O): -0.981, atom 3 (H): 0.480, atom 4 (H): 0.481


Most favorable first, least favorable last: model w, model x


Model w:
ORCA calculation (ωB97M-V with the def2-TZVPD basis set) on a molecular structure, C34H48FN7W.

## Properties
- total charge = +2
- E_LUMO (alpha / beta) (eV) = -5.08 / -5.29
- orbital gap (alpha / beta) (eV) = 7.232 / 7.983
- 2S+1 = 3

CARTESIAN COORDINATES (ANGSTROEM)
1 W -18.38552 3.35709 1.10088
2 N -16.65795 3.02788 0.32538
3 C -15.55144 3.63738 1.07290
4 C -15.88514 4.87862 1.88435
5 N -17.38453 5.12810 1.65061
6 C -17.94083 6.04936 2.65403
7 C -19.50056 6.17731 2.54587
8 N -20.05800 5.10812 1.73453
9 H -16.23921 1.19101 -0.59765
10 H -16.56632 3.34486 -0.72194
11 H -14.79895 3.91834 0.35614
12 H -15.02187 2.94543 1.70374
13 H -15.34486 5.76783 1.58728
14 H -15.63622 4.66583 2.94197
15 H -17.36515 5.72729 0.78799
16 H -17.53161 7.05880 2.55540
17 H -17.65480 5.78902 3.68604
18 H -19.77212 7.11967 2.13014
19 H -19.95635 6.16636 3.53874
20 H -20.70711 5.47593 1.01697
21 H -20.70537 4.57671 2.36054
22 C -20.81586 7.47557 -1.59347
23 C -20.18814 6.04113 -1.85500
24 C -19.74168 6.04941 -3.32771
25 C -21.17938 4.92668 -1.54220
26 C -22.49742 5.05417 -2.08601
27 C -23.44413 4.06593 -1.87473
28 C -23.12285 2.91071 -1.18928
29 C -21.80804 2.69442 -0.70139
30 C -21.76053 1.34347 0.04339
31 C -20.38347 0.73261 0.41895
32 C -22.75835 1.36837 1.20781
33 C -20.80177 3.68834 -0.92427
34 N -19.34479 3.38075 -0.68612
35 C -18.64356 3.04579 -1.95627
36 C -19.06532 1.93573 -2.76250
37 C -18.45070 1.57437 -3.96328
38 C -17.44851 2.41015 -4.50258
39 C -17.02023 3.52645 -3.74348
40 C -17.63117 3.83909 -2.53455
41 F -17.05326 5.04053 -1.98260
42 H -19.97213 8.21929 -1.43669
43 H -21.39640 7.51647 -0.71656
44 H -21.35433 8.03951 -2.40851
45 H -19.27679 6.00372 -1.24286
46 H -20.66558 6.19997 -3.95222
47 H -19.35007 5.04554 -3.67302
48 H -18.94388 6.79932 -3.57850
49 H -22.76586 6.03750 -2.51931
50 H -24.46409 4.24518 -2.19018
51 H -23.84148 2.12587 -1.06821
52 H -22.17029 0.63577 -0.71159
53 H -19.82132 0.43798 -0.50539
54 H -20.58117 -0.31047 0.86194
55 H -19.86082 1.42160 1.12308
56 H -22.91015 2.40299 1.57006
57 H -22.58904 0.71809 2.06358
58 H -23.78547 1.17951 0.92940
59 H -19.86398 1.26658 -2.43994
60 H -18.75123 0.74615 -4.62819
61 H -16.86830 2.18974 -5.37187
62 H -16.16252 4.13602 -4.01425
63 C -16.35857 -1.49493 3.79159
64 C -15.73476 -0.27457 4.01023
65 C -16.34034 0.91015 3.59646
66 C -17.54756 0.92372 2.85312
67 C -18.17412 -0.33990 2.62077
68 C -17.53117 -1.53212 2.95759
69 N -18.18346 2.21681 2.69251
70 C -18.93547 2.55015 3.88468
71 C -20.21420 2.04932 4.07404
72 C -20.91912 2.48851 5.22562
73 C -20.41647 3.45135 6.01789
74 C -19.08634 3.90211 5.92710
75 C -18.30781 3.39941 4.85379
76 H -15.97066 -2.42391 4.23059
77 H -14.80998 -0.22907 4.54605
78 H -15.82905 1.83104 3.79584
79 H -19.19189 -0.36536 2.29808
80 H -17.86657 -2.49356 2.53640
81 H -20.68390 1.33039 3.35623
82 H -21.89993 2.06409 5.51339
83 H -21.07022 3.68028 6.85645
84 H -18.58493 4.51640 6.71371
85 H -17.24525 3.69914 4.68526
86 N -15.92173 0.25448 -0.53120
87 N -16.85198 -0.61408 -1.17613
88 H -14.91703 0.28001 -0.77382
89 H -15.87042 0.12142 0.50402
90 H -16.37801 -1.51914 -1.26924
91 H -16.84170 -0.36263 -2.19283

Here are the Löwdin charges for atoms 1 to 4, given in e: atom 1 (W): 1.606, atom 2 (N): -0.261, atom 3 (C): -0.279, atom 4 (C): -0.126


Model x:
ORCA calculation (ωB97M-V with the def2-TZVPD basis set) on a molecular structure, C34H48FN7W.

## Properties
- total charge = +2
- E_LUMO (alpha / beta) (eV) = -5.69 / -5.60
- orbital gap (alpha / beta) (eV) = 6.698 / 7.674
- 2S+1 = 3

CARTESIAN COORDINATES (ANGSTROEM)
1 W -0.13629 -0.96331 0.14372
2 N -0.56950 0.89046 1.59323
3 C -1.48884 0.68083 2.74526
4 C -1.91467 -0.76410 2.95080
5 N -2.05128 -1.42754 1.59706
6 C -2.40045 -2.89236 1.78301
7 C -1.36077 -3.68057 1.06304
8 N -0.91311 -2.92195 -0.17351
9 H 0.33484 1.27773 1.93416
10 H -0.96337 1.60488 0.99716
11 H -2.33488 1.38328 2.57649
12 H -0.98155 1.04521 3.65879
13 H -2.84132 -0.88201 3.51902
14 H -1.15226 -1.36203 3.55038
15 H -2.84499 -0.98782 1.11862
16 H -3.41800 -3.01827 1.42266
17 H -2.37569 -3.16041 2.85338
18 H -1.60892 -4.72360 0.79859
19 H -0.47595 -3.79321 1.70889
20 H -1.73212 -2.85856 -0.82685
21 H -0.18053 -3.50181 -0.62550
22 C 2.56947 3.21705 -0.52370
23 C 1.74509 2.70157 -1.74133
24 C 2.42931 1.50505 -2.34658
25 C 0.23484 2.81150 -1.60950
26 C -0.15496 4.19233 -1.60674
27 C -1.35847 4.64075 -1.07214
28 C -2.28109 3.72800 -0.61856
29 C -2.10383 2.37595 -1.06096
30 C -3.36775 1.57136 -1.33898
31 C -4.53123 1.87622 -0.34454
32 C -3.90640 2.00656 -2.75173
33 C -0.80674 1.83195 -1.29934
34 N -0.71190 0.33096 -1.25933
35 C -1.15555 -0.25823 -2.52666
36 C -0.40089 0.02451 -3.66127
37 C -0.72524 -0.47283 -4.91353
38 C -1.81080 -1.27878 -5.05594
39 C -2.58356 -1.61769 -3.93236
40 C -2.27479 -1.12134 -2.70580
41 F -3.06919 -1.58484 -1.61801
42 H 3.51988 3.67806 -0.86031
43 H 2.86416 2.44168 0.18831
44 H 1.98564 3.99443 0.02778
45 H 1.95432 3.45922 -2.48839
46 H 2.20698 0.54256 -1.83862
47 H 3.51593 1.75040 -2.30305
48 H 2.27604 1.43754 -3.41728
49 H 0.59504 4.90314 -1.91104
50 H -1.53977 5.72965 -0.95682
51 H -3.15963 4.05363 -0.07615
52 H -3.18279 0.50046 -1.36650
53 H -5.04738 2.81128 -0.59147
54 H -4.23205 1.95961 0.68925
55 H -5.27186 1.08196 -0.41761
56 H -3.56394 3.01833 -2.92744
57 H -4.97914 1.95301 -2.75156
58 H -3.45414 1.30260 -3.49358
59 H 0.37917 0.78060 -3.58998
60 H -0.17385 -0.11310 -5.80002
61 H -2.10139 -1.68566 -6.02763
62 H -3.40748 -2.33654 -4.04736
63 C 2.15558 0.92933 5.28068
64 C 1.90698 -0.43589 5.17169
65 C 1.59262 -1.03065 3.90546
66 C 1.57911 -0.26826 2.75700
67 C 2.03668 1.09486 2.84418
68 C 2.23972 1.67295 4.11536
69 N 1.39561 -0.88262 1.40551
70 C 2.59729 -1.64452 1.11522
71 C 3.78582 -0.91492 1.00283
72 C 4.98642 -1.47989 1.40004
73 C 5.06627 -2.86407 1.74632
74 C 3.89337 -3.59500 1.69172
75 C 2.65122 -3.04783 1.39304
76 H 2.24787 1.31946 6.26377
77 H 2.00156 -1.06741 6.01898
78 H 1.45799 -2.09471 3.92438
79 H 2.22980 1.62990 1.91344
80 H 2.48254 2.74597 4.18837
81 H 3.75640 0.18143 0.73376
82 H 5.89140 -0.82508 1.47122
83 H 6.01221 -3.33492 2.00049
84 H 3.87488 -4.64103 1.89286
85 H 1.70984 -3.65135 1.49575
86 N 1.26000 -3.30467 -1.86327
87 N 1.27769 -1.84530 -1.74346
88 H 2.07153 -3.73167 -1.43761
89 H 1.17264 -3.67491 -2.83489
90 H 0.89832 -1.42124 -2.61757
91 H 2.25817 -1.50578 -1.67717

Here are the Löwdin charges for atoms 1 to 4, given in e: atom 1 (W): 1.667, atom 2 (N): -0.040, atom 3 (C): -0.176, atom 4 (C): -0.167


Most favorable first, least favorable last: model x, model w